{"formula": "C7H7F3N2O2S", "method": "the ωB97M-V functional and the def2-TZVPD basis", "species": ["C", "C", "C", "C", "C", "C", "C", "N", "N", "O", "O", "F", "F", "F", "S", "H", "H", "H", "H", "H", "H", "H"], "positions_angstrom": [[1.27, -1.79, 0.14], [-0.95, -1.98, -0.25], [-0.35, -0.59, 1.76], [-0.57, 1.31, -0.13], [0.09, -0.87, 0.26], [-1.93, 1.60, -0.89], [2.65, 1.08, -0.16], [2.28, -2.34, 0.12], [0.20, 0.25, -0.52], [-1.18, -1.91, -1.55], [-1.53, -2.72, 0.47], [3.36, 0.73, -1.20], [3.05, 0.60, 1.02], [2.43, 2.40, -0.14], [-1.02, 1.08, 1.75], [-1.09, -1.38, 2.06], [0.53, -0.85, 2.34], [-0.08, 2.21, -0.07], [-1.67, 2.14, -1.84], [-2.64, 2.11, -0.06], [-2.46, 0.57, -1.08], [-0.38, -1.68, -2.04]], "mulliken_charge": [-0.105, 0.420, -0.694, -0.273, 1.036, -0.926, 0.664, -0.537, -0.510, -0.448, -0.526, -0.165, -0.130, -0.179, -0.212, 0.383, 0.423, 0.520, 0.311, 0.316, 0.239, 0.395], "molar_mass_g_mol": 240.2, "e_lumo_ev": [-2.46, -2.46], "total_charge": 0}


{"formula": "C7H7F3N4S", "method": "the ωB97M-V functional and the def2-TZVPD basis", "species": ["C", "C", "C", "C", "C", "C", "C", "N", "N", "N", "N", "F", "F", "F", "S", "H", "H", "H", "H", "H", "H", "H"], "positions_angstrom": [[-0.64, 1.73, 1.07], [-0.83, 0.40, 0.65], [0.41, 2.39, 0.50], [1.13, 0.34, -0.64], [2.15, -0.34, -1.41], [-2.08, -0.32, 1.10], [3.67, -0.92, 0.26], [0.07, -0.19, -0.14], [2.08, 2.69, -0.84], [1.27, 1.70, -0.37], [3.48, -0.24, -0.92], [3.01, -0.37, 1.32], [3.48, -2.20, 0.24], [5.05, -0.65, 0.58], [1.28, 3.91, 0.02], [-1.22, 2.19, 1.89], [1.85, -1.36, -1.35], [2.12, -0.03, -2.48], [-2.56, -0.92, 0.33], [-2.83, 0.31, 1.44], [-1.82, -1.08, 1.86], [3.83, 0.68, -0.98]], "mulliken_charge": [-0.334, 0.594, -0.226, 0.998, -1.116, -1.311, 0.835, -0.523, -0.876, 0.654, -0.292, -0.272, -0.239, -0.315, -0.023, 0.347, 0.388, 0.342, 0.348, 0.415, 0.267, 0.335], "molar_mass_g_mol": 236.2, "e_lumo_ev": [0.15, -1.78], "multiplicity": 3, "total_charge": 0}


{"formula": "C7H7FN2", "method": "the ωB97M-V functional and the def2-TZVPD basis", "species": ["H", "N", "C", "N", "F", "C", "C", "C", "C", "C", "C", "H", "H", "H", "H", "H", "H"], "positions_angstrom": [[3.55, 1.64, -0.49], [2.61, 1.46, -0.53], [2.06, 0.37, -0.34], [2.79, -0.78, 0.01], [4.05, -0.45, 0.45], [0.61, 0.32, -0.28], [-0.34, 1.33, 0.08], [-1.60, 0.98, 0.38], [-2.14, -0.27, 0.18], [-1.28, -1.28, -0.24], [0.07, -0.93, -0.48], [2.38, -1.69, 0.39], [-0.03, 2.28, 0.25], [-2.30, 1.76, 0.68], [-3.17, -0.37, 0.25], [-1.67, -2.26, -0.37], [0.81, -1.67, -0.80]], "mulliken_charge": [0.226, -0.568, 0.028, -0.175, -0.201, 0.697, -0.451, -0.359, -0.411, -0.802, -0.523, 0.276, 0.571, 0.299, 0.433, 0.397, 0.564], "molar_mass_g_mol": 138.1, "e_lumo_ev": 0.71, "total_charge": 0, "smiles": "[H]/N=C(\\NF)c1ccccc1"}


{"formula": "C7H7FO", "method": "the ωB97M-V functional and the def2-TZVPD basis", "species": ["O", "C", "C", "C", "C", "C", "C", "C", "F", "H", "H", "H", "H", "H", "H", "H"], "positions_angstrom": [[-0.34, 0.28, 2.51], [0.06, -0.07, 1.24], [-0.57, -1.32, 0.54], [-0.96, 0.13, 0.04], [-0.44, 0.73, -1.20], [0.84, 1.03, -1.25], [1.83, 0.98, -0.17], [1.48, 0.35, 0.94], [2.21, 0.03, 1.96], [0.22, 0.05, 3.24], [-1.41, -1.79, 1.06], [-0.01, -2.00, 0.02], [-2.00, 0.19, 0.20], [-1.07, 1.07, -2.05], [1.50, 1.46, -2.11], [2.83, 1.23, -0.46]], "mulliken_charge": [-0.555, 0.839, -1.038, -0.245, -0.549, -0.234, -0.616, 0.347, -0.299, 0.342, 0.287, 0.325, 0.540, 0.311, 0.182, 0.362], "molar_mass_g_mol": 126.1, "e_lumo_ev": 0.95, "total_charge": 0, "smiles": "O[C@@]12C[C@@H]1C=CC=C2F"}